# 1
ORCA calculation (ωB97M-V with the def2-TZVPD basis set) on a single C14H20N2O2 molecule.

Summary:
Energy   -21917.985 eV
Largest force on an atom   0.76 eV Å⁻¹
Energy relative to the best compared isomer or geometry (same formula, charge and spin)   110.7 kJ/mol
Orbital gap   9.08 eV
SMILES   CCOCCn1c(CCCO)nc2ccccc21

Element x y z (Å)
C: 2.7730 -1.0428 0.2955
C: 2.9130 -1.3055 -1.2018
O: 1.7486 -1.0109 -1.9470
C: 0.6775 -1.9208 -1.8128
C: -0.6249 -1.1506 -1.5447
N: -0.5986 -0.5099 -0.2608
C: -0.1847 0.7623 0.0475
N: -0.1937 1.0046 1.3269
C: -0.6081 -0.1539 1.9313
C: -0.7851 -0.4603 3.2749
C: -1.2065 -1.7351 3.5911
C: -1.4517 -2.6919 2.6050
C: -1.2836 -2.4081 1.2638
C: -0.8596 -1.1298 0.9387
H: -1.4752 -3.1549 0.5064
H: -1.7797 -3.6782 2.8990
H: -1.3521 -2.0061 4.6264
H: -0.5952 0.2807 4.0346
C: 0.1954 1.7666 -0.9789
C: -1.0369 2.5117 -1.5079
H: -1.5990 2.9094 -0.6582
H: -1.6942 1.8338 -2.0564
C: -0.6324 3.6621 -2.4310
O: 0.1804 4.6158 -1.7953
H: -0.2599 4.9075 -0.9885
H: -1.5386 4.1393 -2.8360
H: -0.0380 3.2856 -3.2672
H: 0.7305 1.2841 -1.7981
H: 0.8613 2.4915 -0.5086
H: -1.4694 -1.8453 -1.5773
H: -0.7541 -0.3973 -2.3232
H: 0.5697 -2.4886 -2.7485
H: 0.8584 -2.6277 -0.9967
H: 3.6754 -0.6451 -1.6223
H: 3.2183 -2.3473 -1.3769
H: 2.0339 -1.7003 0.7496
H: 3.7287 -1.2155 0.7825
H: 2.4686 -0.0139 0.4705



# 2
ORCA calculation (ωB97M-V with the def2-TZVPD basis set) on 13 unconnected molecules or ions with the total composition C35H56Br24F3N2O4P.

Summary:
Energy   -1746836.379 eV
Largest force on an atom   3.06 eV Å⁻¹
Orbital gap   6.72 eV

Element x y z (Å)
N: -1.4265 2.0199 -0.5221
C: -1.5231 0.6296 -0.2962
C: -2.3246 0.1485 0.6585
O: -3.0253 1.0124 1.4628
C: -2.4234 -1.3450 0.7932
O: -3.4737 -1.8258 1.1775
C: -1.2223 -2.1797 0.3801
C: -0.9322 -3.4194 0.9238
C: -1.7781 -4.0494 2.0392
F: -1.0286 -4.9910 2.6472
F: -2.9246 -4.5580 1.6285
F: -1.9927 -3.1082 2.9798
C: 0.1506 -4.1209 0.4614
C: 0.9662 -3.6376 -0.5304
C: 0.7031 -2.3864 -1.0662
P: 1.8981 -1.7476 -2.4038
N: 3.4829 -2.1702 -1.7808
O: 1.6874 -2.6516 -3.7709
C: -0.3859 -1.6512 -0.6159
C: -0.7052 -0.2792 -1.1764
O: -0.3302 0.1397 -2.2493
H: -1.3602 2.4935 0.3783
H: -0.5425 2.1903 -0.9989
H: -3.8567 1.1904 0.9893
H: 0.3997 -5.1013 0.8579
H: 1.7985 -4.2268 -0.8935
H: 3.4157 -1.8821 -0.8020
H: 3.5411 -3.2090 -1.7371
H: 0.7555 -2.7399 -4.0025
Br: -1.7013 5.6832 -0.3476
C: -3.4666 5.4491 -1.1364
C: -4.5404 5.4220 -0.0810
Br: -4.5850 3.7041 0.8400
H: -3.4303 4.5421 -1.7326
H: -3.5993 6.3079 -1.7930
H: -5.5245 5.5247 -0.5340
H: -4.4135 6.1873 0.6794
Br: -1.2993 -1.3690 -5.1612
C: -2.1604 0.3738 -5.2162
C: -1.6646 1.1955 -6.3752
Br: 0.1044 1.9281 -6.0252
H: -1.9831 0.8419 -4.2515
H: -3.2226 0.1631 -5.3257
H: -2.3060 2.0607 -6.5302
H: -1.5936 0.6289 -7.2989
Br: -4.8397 9.5789 -1.6442
C: -3.2474 10.4562 -0.9429
C: -2.4306 9.5025 -0.1162
Br: -3.2239 9.2217 1.6383
H: -3.5812 11.3275 -0.3881
H: -2.6883 10.7797 -1.8187
H: -1.4423 9.9124 0.0820
H: -2.3276 8.5237 -0.5752
Br: 0.6045 -2.3437 8.1780
C: -0.5001 -1.6349 6.7359
C: -0.6015 -2.5994 5.5862
Br: 1.0282 -2.5954 4.5216
H: -0.0697 -0.6786 6.4512
H: -1.4795 -1.4711 7.1824
H: -1.3879 -2.2945 4.9052
H: -0.7732 -3.6251 5.8981
Br: -1.5130 -2.8449 -9.8399
C: 0.0310 -2.4665 -8.7152
C: 0.8364 -3.7080 -8.4421
Br: -0.0214 -4.8400 -7.1095
H: -0.3451 -1.9989 -7.8106
H: 0.6225 -1.7456 -9.2764
H: 1.8018 -3.4468 -8.0127
H: 0.9881 -4.3222 -9.3243
Br: 0.6142 2.6763 8.4955
C: -0.3602 2.1767 10.1037
C: -1.3295 1.0579 9.8322
Br: -2.9178 1.6974 8.9037
H: -0.8387 3.0774 10.4756
H: 0.4007 1.8538 10.8113
H: -1.6967 0.6361 10.7660
H: -0.9052 0.2663 9.2216
Br: 4.4224 -4.9066 -0.7169
C: 6.1689 -5.5564 -1.2989
C: 7.1592 -4.4341 -1.4417
Br: 6.8501 -3.4155 -3.0710
H: 6.0081 -6.1030 -2.2222
H: 6.4854 -6.2494 -0.5218
H: 8.1678 -4.8319 -1.5405
H: 7.1297 -3.7268 -0.6182
Br: -7.7561 -0.6637 12.1033
C: -7.4996 0.4809 10.5495
C: -6.0743 0.9522 10.4396
Br: -5.6928 2.3723 11.7152
H: -8.2108 1.2963 10.6373
H: -7.7625 -0.1376 9.6936
H: -5.8921 1.3928 9.4623
H: -5.3495 0.1649 10.6191
Br: 8.5352 -7.7144 -4.0079
C: 7.4210 -9.1476 -4.7110
C: 5.9639 -8.7674 -4.7090
Br: 5.2000 -8.8727 -2.9200
H: 7.6308 -10.0317 -4.1169
H: 7.7707 -9.3060 -5.7293
H: 5.3844 -9.4691 -5.3057
H: 5.7877 -7.7577 -5.0673
Br: -8.3045 7.6046 -2.7223
C: -8.3271 9.1998 -3.8384
C: -8.8831 10.3846 -3.0952
Br: -10.8224 10.2924 -2.9544
H: -8.8931 8.9524 -4.7309
H: -7.2868 9.3742 -4.1076
H: -8.6809 11.3049 -3.6394
H: -8.4973 10.4707 -2.0840
Br: 12.6130 -7.4110 -3.5641
C: 12.6147 -5.8121 -4.6736
C: 12.1660 -4.6028 -3.8976
Br: 10.2348 -4.5898 -3.6496
H: 11.9850 -6.0226 -5.5327
H: 13.6457 -5.6935 -5.0012
H: 12.3856 -3.6911 -4.4498
H: 12.6113 -4.5411 -2.9095
Br: 1.4438 0.6273 3.5570
C: 1.4971 2.2453 2.4942
C: 0.9913 3.4225 3.2787
Br: -0.9477 3.3399 3.4164
H: 0.9074 2.0516 1.6022
H: 2.5402 2.3812 2.2130
H: 1.2157 4.3538 2.7612
H: 1.3796 3.4746 4.2912



# 3
ORCA calculation (ωB97M-V with the def2-TZVPD basis set) on a molecular structure, C29H50BrNOP2Pd.

Summary:
Energy   -126517.703 eV
Largest force on an atom   3.67 eV Å⁻¹
Energy relative to the best compared isomer or geometry (same formula, charge and spin)   136.8 kJ/mol
Orbital gap (alpha / beta)   5.61 / 5.61 eV

Element x y z (Å)
N: -5.0748 3.6781 -4.1042
C: -5.0096 3.8565 -2.7834
C: -4.3287 2.9829 -1.9281
C: -3.5652 1.9149 -2.4813
C: -3.7215 1.6832 -3.8838
C: -4.4865 2.6069 -4.6370
C: -2.5975 1.1800 -1.6804
Pd: -0.1570 -0.2623 -1.1335
P: 3.7519 -0.7401 0.0027
C: -1.2576 1.0178 -2.1554
C: -0.2795 2.0566 -1.6138
C: 0.6914 2.6347 -2.4316
C: 1.6353 3.5046 -1.8741
C: 1.5860 3.9110 -0.5066
C: 0.4712 3.4029 0.2521
C: -0.4883 2.5909 -0.3297
Br: 2.9689 4.8119 0.3260
H: -2.8493 0.8999 -0.6590
H: -1.1014 0.7316 -3.2059
H: -4.3052 3.2056 -0.8541
H: -3.2000 0.8930 -4.4016
H: -5.5037 4.7436 -2.3849
H: -4.5756 2.4896 -5.7178
H: 0.7171 2.3328 -3.4814
H: -1.4461 2.3997 0.1629
H: 2.4608 3.8719 -2.4859
H: 0.3646 3.6832 1.2888
P: -0.8716 -2.1523 -0.6182
C: 3.4730 1.0445 0.1380
C: 4.8356 1.7443 0.2025
H: 2.8843 1.2285 1.0461
H: 2.8754 1.3619 -0.7230
H: 4.7197 2.7338 0.6530
H: 5.5582 1.1661 0.7955
H: 5.2572 1.8829 -0.8026
C: 3.1937 -1.2471 -1.6381
C: 4.2856 -2.0593 -2.3504
H: 2.9572 -0.3229 -2.1843
H: 2.2696 -1.8313 -1.5102
H: 3.9887 -2.2433 -3.3878
H: 5.2375 -1.5147 -2.3599
H: 4.4485 -3.0314 -1.8705
C: 2.7902 -1.5045 1.3266
C: 3.5768 -1.7535 2.6213
H: 2.4734 -2.4694 0.9024
H: 1.9080 -0.8636 1.4813
H: 2.9621 -2.3482 3.3085
H: 4.5004 -2.3120 2.4263
H: 3.8519 -0.8232 3.1358
C: -0.2546 -2.7982 0.9461
C: -0.9419 -4.1115 1.2675
H: -0.3692 -2.0178 1.7134
H: 0.8190 -2.9305 0.7776
H: -1.9825 -3.9613 1.5625
H: -0.9333 -4.8233 0.4334
H: -0.4206 -4.5838 2.1015
C: -0.3075 -3.3876 -1.8295
C: -0.2040 -3.0348 -3.3164
H: -1.0363 -4.1952 -1.6767
H: 0.6652 -3.7139 -1.4342
H: -1.1692 -3.2165 -3.8121
H: 0.1247 -1.9982 -3.5030
H: 0.5286 -3.7198 -3.7738
C: -2.6705 -2.1752 -0.5561
C: -3.2843 -1.4089 0.6106
H: -2.8828 -3.2362 -0.4823
H: -3.0449 -1.8428 -1.5284
H: -4.1711 -0.8488 0.2651
H: -3.6047 -2.0987 1.4084
H: -2.6048 -0.6713 1.0734
C: 0.3760 -1.0739 4.7017
C: -0.9028 -0.5759 4.0354
O: -0.6974 0.4770 3.0873
C: -0.4412 1.7617 3.6705
C: -1.7222 2.5352 3.9209
H: 1.1474 -1.3600 3.9722
H: 0.1414 -1.9547 5.3115
H: 0.7826 -0.3143 5.3832
H: -1.3646 -1.3915 3.4548
H: -1.6088 -0.2397 4.8179
H: 0.1242 1.6616 4.6116
H: 0.1790 2.2828 2.9349
H: -2.3433 2.0297 4.6701
H: -1.4765 3.5392 4.2797
H: -2.3243 2.6303 3.0101



# 4
ORCA calculation (ωB97M-V with the def2-TZVPD basis set) on a gas-phase ion, C6H11N4O (charge +1).

Summary:
Energy   -14397.675 eV
Largest force on an atom   3.98 eV Å⁻¹
Energy relative to the best compared isomer or geometry (same formula, charge and spin)   322.4 kJ/mol
Net charge   +1
Orbital gap (alpha / beta)   6.91 / 7.82 eV
SMILES   [H]/N=[n+]1/c(=C(C)C)[nH]n(C)c1=O

Element x y z (Å)
C: 0.2339 0.0809 -0.0053
C: -2.0679 0.5010 0.0006
C: 1.5942 0.4244 -0.0654
C: 2.1090 1.7971 -0.1198
C: 2.5170 -0.7504 0.1931
C: -2.5746 -2.0037 -0.0789
N: -0.5717 2.3359 0.0535
N: -0.4159 -1.0758 -0.0013
N: -1.7621 -0.8418 0.0015
N: -0.8185 1.0886 -0.0396
O: -3.1134 1.0562 0.0889
H: 3.1932 1.8334 -0.1795
H: 1.6609 2.3208 -1.0674
H: 1.7127 2.3481 0.6807
H: 1.8167 -1.5874 0.1197
H: 3.3648 -0.8272 -0.5638
H: 2.9640 -0.8320 1.1663
H: -3.6239 -1.6099 -0.3803
H: -2.3468 -2.5708 -0.9306
H: -2.3523 -2.6137 0.8390
H: -1.3844 2.8211 -0.1412
H: -0.1348 -1.8947 0.4298



# 5
ORCA calculation (ωB97M-V with the def2-TZVPD basis set) on 12 unconnected molecules or ions with the total composition C28H55Cl22F3N3.

Summary:
Energy   -318040.856 eV
Largest force on an atom   3.59 eV Å⁻¹
Energy relative to the best compared isomer or geometry (same formula, charge and spin)   0.0 kJ/mol
Net charge   +1
Orbital gap   7.19 eV

Element x y z (Å)
N: 6.0222 1.1499 6.5918
C: 4.8658 1.4598 5.9707
N: 4.6520 1.6177 4.6504
C: 4.0984 3.0328 4.5867
C: 3.2965 3.0635 5.9163
C: 1.7922 3.3095 5.6603
C: 0.8465 2.3818 6.4406
C: 0.5435 1.0732 5.7107
F: 1.0203 0.0492 6.4124
F: 1.1094 0.9843 4.5062
F: -0.7550 0.9245 5.5368
N: 3.6774 1.7352 6.5408
H: 6.6356 1.9175 6.8214
H: 6.3542 0.2167 6.7770
H: 5.5908 1.5756 4.2527
H: 3.6051 3.1566 3.6315
H: 4.9637 3.6644 4.7833
H: 3.6234 3.7856 6.6606
H: 1.5647 3.2812 4.6030
H: 1.5808 4.3287 5.9808
H: -0.0931 2.9033 6.5935
H: 1.2860 2.1487 7.4057
H: 3.7727 1.8210 7.5485
Cl: -0.7192 6.1319 2.6543
C: -0.1799 5.4841 1.0827
C: 0.4450 4.1215 1.2210
Cl: 2.0085 4.1952 2.0846
H: 0.5127 6.1980 0.6432
H: -1.0591 5.4201 0.4442
H: 0.6466 3.7019 0.2359
H: -0.2043 3.4342 1.7584
Cl: 3.0084 2.0109 -1.3424
C: 2.6443 0.5110 -0.4469
C: 2.9594 0.6426 1.0176
Cl: 4.7162 0.7584 1.3329
H: 3.1963 -0.2991 -0.9097
H: 1.5820 0.3153 -0.5791
H: 2.6020 -0.2342 1.5547
H: 2.4856 1.5240 1.4463
Cl: 4.2323 -2.3509 -3.0210
C: 5.1111 -2.9723 -1.6020
C: 4.2098 -3.7457 -0.6737
Cl: 3.0224 -2.6818 0.1245
H: 5.5727 -2.1269 -1.0956
H: 5.9008 -3.6238 -1.9735
H: 4.8009 -4.2138 0.1119
H: 3.6617 -4.5238 -1.1995
Cl: 0.1327 -4.3085 -2.5827
C: -0.5960 -3.0851 -1.5048
C: -0.9361 -1.8098 -2.2410
Cl: 0.5270 -0.9313 -2.7628
H: 0.0990 -2.9033 -0.6871
H: -1.5003 -3.5285 -1.0905
H: -1.4904 -1.1416 -1.5896
H: -1.5427 -2.0052 -3.1234
Cl: -2.7623 -7.4947 0.9561
C: -3.0474 -7.8835 -0.7602
C: -2.7212 -6.7236 -1.6658
Cl: -3.8689 -5.3723 -1.4662
H: -4.0840 -8.1944 -0.8668
H: -2.4077 -8.7302 -1.0042
H: -2.7812 -7.0391 -2.7064
H: -1.7193 -6.3426 -1.4827
Cl: 1.0313 -1.7104 -8.6332
C: 0.3903 -0.3121 -7.7314
C: -0.0178 -0.6792 -6.3285
Cl: -1.4557 -1.7373 -6.2943
H: -0.4439 0.0986 -8.2954
H: 1.1830 0.4342 -7.6960
H: -0.2771 0.2203 -5.7739
H: 0.7839 -1.1870 -5.7990
Cl: 2.9685 3.2672 -7.5301
C: 3.5248 3.4709 -5.8493
C: 3.6884 2.1499 -5.1428
Cl: 2.1248 1.3497 -4.8515
H: 2.8133 4.1123 -5.3347
H: 4.4837 3.9855 -5.8922
H: 4.1505 2.3051 -4.1681
H: 4.3142 1.4665 -5.7119
Cl: 5.3402 6.9334 4.1629
C: 4.7235 8.2848 3.1675
C: 3.7888 7.8080 2.0863
Cl: 4.6349 6.8691 0.8307
H: 5.5778 8.8145 2.7541
H: 4.1952 8.9574 3.8410
H: 3.3321 8.6626 1.5895
H: 2.9952 7.1848 2.4950
Cl: -3.5030 -2.3500 -0.3829
C: -4.2263 -1.1247 0.6953
C: -4.5602 0.1461 -0.0433
Cl: -3.0891 1.0174 -0.5621
H: -3.5327 -0.9436 1.5132
H: -5.1335 -1.5608 1.1108
H: -5.1146 0.8179 0.6100
H: -5.1652 -0.0499 -0.9251
Cl: -6.0373 -2.6631 -2.7016
C: -6.9336 -2.8515 -1.1725
C: -8.2571 -2.1334 -1.1910
Cl: -8.0637 -0.3562 -1.1931
H: -6.2980 -2.5016 -0.3662
H: -7.1005 -3.9195 -1.0359
H: -8.8239 -2.3884 -0.2965
H: -8.8451 -2.4129 -2.0639
Cl: -8.8403 -6.2172 -0.8913
C: -9.0718 -6.5768 -2.6233
C: -8.7591 -5.3885 -3.4959
Cl: -9.9525 -4.0776 -3.2976
H: -10.0952 -6.9165 -2.7619
H: -8.4006 -7.3981 -2.8688
H: -8.7842 -5.6827 -4.5437
H: -7.7729 -4.9810 -3.2797



# 6
ORCA calculation (ωB97M-V with the def2-TZVPD basis set) on a molecular structure, C33H26FN7O5PtS3.

Summary:
Energy   -93783.248 eV
Largest force on an atom   0.88 eV Å⁻¹
Energy relative to the best compared isomer or geometry (same formula, charge and spin)   78.7 kJ/mol
Orbital gap   7.91 eV

Element x y z (Å)
Pt: -0.1782 0.2789 -0.1672
N: -2.4686 3.7238 1.1553
C: -3.1833 3.8509 -0.0282
C: -4.4045 4.4444 -0.3232
C: -4.8276 4.3640 -1.6346
C: -4.0636 3.7195 -2.6210
C: -2.8535 3.1324 -2.3203
C: -2.4183 3.2002 -0.9993
N: -1.2820 2.6604 -0.4112
C: -1.3726 2.9694 0.8490
C: -0.3729 2.5142 1.8071
C: 0.0259 3.0747 2.9756
S: 1.2889 2.1486 3.6654
C: 1.2435 1.0723 2.3545
N: 0.3261 1.3713 1.4760
H: -2.8659 3.7981 2.0763
H: -5.0041 4.9297 0.4352
H: -5.7794 4.7994 -1.9089
H: -4.4456 3.6713 -3.6318
H: -2.2647 2.6165 -3.0670
H: -0.3341 3.9804 3.4331
H: 1.9087 0.2229 2.2432
C: 3.4369 -6.8527 -0.0720
C: 3.0386 -6.0392 -1.2985
C: 2.5674 -6.8945 -2.4674
C: 1.2852 -7.6350 -2.1124
C: 0.2573 -6.6892 -1.5465
C: -1.0838 -7.0098 -1.5612
C: -2.0231 -6.1288 -1.0380
F: -3.3245 -6.4944 -1.0733
C: -1.6703 -4.9231 -0.5034
C: -0.3159 -4.5770 -0.4801
C: 0.0552 -3.2676 0.1027
O: -0.8005 -2.5808 0.6393
C: 1.4585 -2.9297 -0.0005
C: 2.3288 -3.8660 -0.4561
N: 1.9839 -5.0756 -0.9543
C: 0.6449 -5.4514 -0.9949
C: 2.0569 -1.6322 0.4836
O: 2.9414 -1.6582 1.3271
O: 1.7034 -0.5269 -0.1064
H: 4.2095 -7.5781 -0.3309
H: 2.5814 -7.3893 0.3398
H: 3.8261 -6.1989 0.7087
H: 3.8939 -5.4445 -1.6240
H: 3.3568 -7.5960 -2.7396
H: 2.3925 -6.2447 -3.3282
H: 1.4980 -8.4246 -1.3862
H: 0.8760 -8.1310 -2.9936
H: -1.4184 -7.9480 -1.9866
H: -2.3993 -4.2296 -0.1016
H: 3.3930 -3.6629 -0.4384
N: -5.0703 -5.4724 1.5603
C: -4.8574 -4.1405 1.2210
C: -3.9621 -3.3588 1.9599
C: -3.7566 -2.0353 1.6345
C: -4.4521 -1.4634 0.5734
C: -5.3516 -2.2243 -0.1574
C: -5.5587 -3.5546 0.1681
S: -4.0219 0.1628 0.0486
O: -4.8710 0.4857 -1.0716
O: -3.9780 1.0384 1.1910
N: -2.4937 -0.0357 -0.4100
C: -2.1796 -0.6892 -1.5325
S: -3.0861 -1.4735 -2.7762
C: -1.5945 -1.9435 -3.5398
C: -0.5287 -1.4786 -2.8561
N: -0.8689 -0.7755 -1.7339
H: -4.3148 -5.9120 2.0612
H: -5.4209 -6.0532 0.8152
H: -3.4092 -3.8073 2.7767
H: -3.0293 -1.4462 2.1773
H: -5.8786 -1.7708 -0.9861
H: -6.2586 -4.1502 -0.4058
H: -1.5978 -2.5144 -4.4518
H: 0.5125 -1.6104 -3.1044